# 1
The following is a DFT calculation (ωB97M-V/def2-TZVPD) of a structure of composition C21H49IO11P2S at a distorted geometry.

ORCA input file:
```
! wB97M-V def2-TZVPD RIJCOSX def2/J DEFGRID3
* xyz 0 1
C 1.2127 2.1088 3.2510
C 0.1058 2.0039 2.1113
C -0.5888 3.4522 1.9972
C -2.1600 3.2339 1.9822
C -2.9891 4.3013 2.8127
C -4.5124 4.4351 2.3924
C -5.1708 3.1083 1.8273
C -5.5515 2.1056 3.0078
C -4.9529 0.6537 2.8525
O -5.4401 0.1265 1.5747
S -4.2166 -0.6189 0.7171
O -4.6616 -0.8614 -0.6976
O -2.9174 0.4652 0.5615
I -2.7726 1.2414 -1.3087
H 1.9937 2.8376 2.9061
H 0.6963 2.5350 4.1650
H 1.6014 1.0786 3.4698
H 0.5164 1.7306 1.0977
H -0.6114 1.1951 2.4209
H -0.2633 4.1598 2.8075
H -0.2417 3.8700 1.0061
H -2.5087 3.3214 0.9056
H -2.4898 2.2131 2.3295
H -2.8581 4.0319 3.9107
H -2.4628 5.3041 2.7043
H -4.6430 5.2878 1.6690
H -5.1038 4.7172 3.3224
H -4.5873 2.6011 1.0124
H -6.1528 3.4247 1.3513
H -6.6791 1.9819 3.0006
H -5.2342 2.5215 4.0053
H -5.3495 -0.0425 3.6503
H -3.8264 0.6038 2.9264
O -2.8271 -5.7379 -2.6960
P -3.7242 -5.5954 -3.9282
O -2.5649 -5.8700 -5.0808
C -2.0585 -7.1911 -5.2289
C -3.0683 -8.0993 -5.9059
O -3.7359 -3.9359 -3.9109
C -3.8265 -3.2373 -2.6651
C -2.4813 -2.6242 -2.3251
O -4.9316 -5.5642 -5.1301
C -5.1590 -4.4932 -6.0428
C -4.0981 -4.3545 -7.1146
H -1.7624 -7.5933 -4.2558
H -1.1585 -7.1210 -5.8442
H -3.9547 -8.2332 -5.2788
H -2.6330 -9.0820 -6.1000
H -3.4040 -7.6727 -6.8523
H -4.1732 -3.8976 -1.8673
H -4.5733 -2.4506 -2.7828
H -1.6830 -3.3692 -2.3417
H -2.5082 -2.1552 -1.3416
H -2.2169 -1.8630 -3.0634
H -5.3283 -3.5517 -5.5203
H -6.1078 -4.7293 -6.5349
H -3.1646 -3.9686 -6.7027
H -4.4324 -3.6572 -7.8868
H -3.8852 -5.3167 -7.5829
O 4.9673 1.6255 2.9193
P 6.4012 1.3082 2.4889
O 7.1089 2.7104 3.0169
C 7.2551 2.9079 4.4186
C 8.3577 2.0358 4.9894
O 6.1627 1.6979 0.8919
C 4.9423 1.3297 0.2465
C 4.0791 2.5606 0.0436
O 7.9282 0.6738 2.0795
C 8.7080 1.0628 0.9509
C 9.3202 2.4432 1.0649
H 6.3053 2.7197 4.9275
H 7.5060 3.9606 4.5682
H 8.0999 0.9758 4.9054
H 8.5241 2.2663 6.0438
H 9.2930 2.1844 4.4475
H 4.4109 0.5638 0.8158
H 5.2011 0.8940 -0.7222
H 3.9216 3.1006 0.9790
H 3.1082 2.2867 -0.3769
H 4.5695 3.2552 -0.6430
H 8.1521 0.9450 0.0208
H 9.5234 0.3347 0.8984
H 8.5641 3.2233 0.9660
H 10.0572 2.5945 0.2723
H 9.8136 2.5753 2.0289
*
```

The value obtained for the lowest unoccupied orbital energy is -1.42 eV. The calculation puts the HOMO-LUMO gap at 8.3 eV.

# 2
The following is a DFT calculation (ωB97M-V/def2-TZVPD) of a structure of composition C21H50BClF2HfO21S5 at a distorted geometry.

ORCA input file:
```
! wB97M-V def2-TZVPD RIJCOSX def2/J DEFGRID3
* xyz 2 1
Hf 8.8916 6.1828 -25.4292
B 7.6197 7.9892 -24.6030
H 6.8175 8.7248 -24.2442
H 8.1229 8.3083 -25.5599
H 8.4023 7.8542 -23.8076
H 7.0563 7.0172 -24.7157
Cl 7.0001 4.3464 -24.8015
O 8.6230 9.0083 -28.8154
S 9.7354 8.1829 -28.4487
O 9.6674 7.4878 -27.1699
O 10.0207 6.9655 -29.4738
C 9.5637 7.1438 -30.8504
C 9.9701 5.9527 -31.6648
C 11.2300 9.2035 -28.4984
H 9.9660 8.0785 -31.2456
H 8.4802 7.2683 -30.8681
H 9.6802 4.9880 -31.2349
H 11.0443 5.8749 -31.8207
H 9.4024 5.8942 -32.5940
H 12.0503 8.7464 -27.9492
H 10.9959 10.1983 -28.1266
H 11.5476 9.3181 -29.5355
O 5.5051 11.5774 -21.8918
S 4.6545 10.4405 -21.9854
O 4.8332 9.2907 -21.1354
O 3.1415 10.9625 -21.7708
C 2.2629 10.2169 -20.9715
C 0.8759 10.8504 -20.9351
C 4.3962 9.8574 -23.6718
H 2.5984 10.0376 -19.9481
H 2.0541 9.2053 -21.3421
H 0.9057 11.9297 -20.7746
H 0.2115 10.3964 -20.2029
H 0.3669 10.7090 -21.8925
H 5.2524 9.3553 -24.1127
H 4.1398 10.7886 -24.1816
H 3.5086 9.2299 -23.7118
O 7.8862 6.0239 -20.7996
S 8.9309 5.4992 -21.6428
O 8.9779 5.8225 -23.0497
O 10.3796 5.8277 -21.0508
C 10.5281 6.2038 -19.6389
C 10.1246 7.6533 -19.3877
C 8.9443 3.7128 -21.4898
H 11.6158 6.1072 -19.6128
H 10.1507 5.3974 -19.0115
H 10.8673 8.3125 -19.8405
H 10.0799 7.8093 -18.3128
H 9.2033 7.9323 -19.8965
H 9.5369 3.2562 -22.2776
H 7.9140 3.4418 -21.7456
H 9.1073 3.3955 -20.4654
O 13.0292 8.4696 -24.9257
S 11.9196 8.1024 -24.0921
O 10.6886 7.6250 -24.7627
O 12.3732 6.9391 -23.0101
C 13.8011 6.6257 -22.9587
C 14.1824 5.7208 -24.1353
C 11.4010 9.4221 -22.9830
H 14.0183 6.1120 -22.0276
H 14.3123 7.5754 -23.1144
H 15.2236 5.4081 -24.1149
H 13.9785 6.2790 -25.0447
H 13.5426 4.8368 -24.0927
H 12.2436 9.7075 -22.3520
H 10.5941 9.1121 -22.3230
H 11.1397 10.2851 -23.5919
O 7.1423 6.6087 -26.9727
S 6.0295 6.8850 -27.8757
O 6.2186 6.6507 -29.2877
O 4.7791 6.1155 -27.2196
C 3.6456 5.7828 -28.0685
C 3.9418 4.7003 -29.1110
C 5.4867 8.6478 -27.6705
H 3.2410 6.7222 -28.4530
H 2.9261 5.4381 -27.3240
H 4.0804 5.2503 -30.0392
H 3.0388 4.1107 -29.2735
H 4.7142 4.0229 -28.7620
H 6.3494 9.1554 -27.2431
H 4.6226 8.6427 -27.0117
H 5.2266 9.0853 -28.6301
C 7.3401 12.4914 -24.6280
C 8.2218 13.3932 -25.5405
O 9.2568 12.5409 -25.9884
C 9.0643 11.2922 -25.5409
O 9.8080 10.3713 -25.6896
O 7.9484 11.2082 -24.8134
F 8.7398 14.3776 -24.7640
H 6.3207 12.4655 -25.0108
H 7.2665 12.8397 -23.6014
H 7.6148 13.8403 -26.3249
C 4.6511 5.8452 -20.9757
C 4.2120 5.8214 -22.4109
O 3.2169 6.8142 -22.4283
C 2.7376 7.0115 -21.1879
O 1.8467 7.7498 -20.9360
O 3.5409 6.4305 -20.2584
F 3.7230 4.5628 -22.6575
H 5.4955 6.5299 -20.8697
H 4.8819 4.9135 -20.4685
H 5.0075 6.0400 -23.1165
*
```

The value obtained for the lowest unoccupied orbital energy is -7.43 eV. The calculation puts the HOMO-LUMO gap at 5.6 eV.

# 3
The following is a DFT calculation (ωB97M-V/def2-TZVPD) of a cluster of 6 separate species, C21H50Br2N2O21P5 in total at a distorted geometry.

ORCA input file:
```
! wB97M-V def2-TZVPD RIJCOSX def2/J DEFGRID3
* xyz 1 1
O -7.7699 -2.8385 -3.2792
C -6.6304 -2.5401 -3.2264
Br -5.8895 -0.9640 -4.1140
C -5.6109 -3.3618 -2.3993
C -5.3481 -2.5304 -1.1428
C -6.2359 -2.7113 -0.0650
C -6.0328 -1.9266 1.0603
Br -7.1043 -2.0253 2.5922
C -4.9437 -1.0466 0.9474
N -4.1917 -1.0272 -0.1133
N -4.3071 -1.7335 -1.2214
H -4.6968 -3.5297 -2.9742
H -6.0178 -4.3365 -2.1172
H -7.0446 -3.4290 -0.1486
H -4.7202 -0.3668 1.7660
H -3.3987 -0.3875 -0.1070
C -2.8013 -0.7524 6.1213
O -2.5452 -1.1657 4.7500
P -0.9391 -1.3337 4.1961
O -1.2638 -0.8069 2.8251
O -1.0770 -2.9669 4.2441
C -1.3572 -3.6253 5.4832
O 0.7108 -1.3914 3.9984
C 1.2304 -2.2320 2.9710
H -3.4655 0.1102 6.1090
H -3.2975 -1.5659 6.6517
H -1.8882 -0.4883 6.6512
H -2.4260 -3.8365 5.5505
H -1.0535 -3.0260 6.3434
H -0.8164 -4.5687 5.5073
H 0.8413 -1.9410 1.9955
H 1.0151 -3.2801 3.1671
H 2.3109 -2.0985 2.9690
C -0.9557 2.0652 1.6864
O 0.0952 2.9314 1.1973
P 1.4092 2.2748 0.3604
O 2.4382 3.2113 0.9331
O 0.8132 2.8671 -1.0561
C -0.4812 2.4862 -1.4959
O 2.4648 1.2639 -0.4348
C 3.2993 1.8284 -1.4517
H -1.0931 2.2485 2.7508
H -1.8879 2.3109 1.1682
H -0.7272 1.0142 1.5363
H -1.2033 3.2591 -1.2202
H -0.7940 1.5286 -1.0661
H -0.4702 2.3945 -2.5810
H 3.9259 2.6228 -1.0481
H 2.7085 2.2008 -2.2861
H 3.9455 1.0349 -1.8221
C -1.1908 10.0660 0.1850
O -0.8765 9.4120 1.4383
P -0.2689 7.8341 1.4271
O -0.9772 7.3307 2.6376
O 1.2396 8.3663 1.7924
C 1.8663 9.3484 0.9729
O 0.2780 6.4003 0.7855
C 1.1838 5.6251 1.5833
H -2.2177 10.4275 0.2265
H -0.5269 10.9213 0.0518
H -1.0848 9.3980 -0.6695
H 1.7382 10.3351 1.4226
H 1.4582 9.3586 -0.0406
H 2.9312 9.1297 0.9176
H 0.7359 5.3632 2.5417
H 2.1227 6.1526 1.7407
H 1.3993 4.6952 1.0347
C 9.2909 -0.6172 -2.1991
O 8.1426 -0.3158 -3.0322
P 7.5037 1.2488 -3.0435
O 6.0635 0.8817 -3.1400
O 8.1553 1.5198 -4.5258
C 9.5559 1.3469 -4.7342
O 7.3647 2.8787 -2.7352
C 6.7206 3.6815 -3.7170
H 9.0515 -1.4732 -1.5699
H 10.1352 -0.8804 -2.8374
H 9.5737 0.2211 -1.5637
H 9.7413 0.3625 -5.1678
H 10.1239 1.4451 -3.8067
H 9.9008 2.1039 -5.4359
H 5.7015 3.3375 -3.8941
H 7.2815 3.6964 -4.6492
H 6.6823 4.6968 -3.3234
C -5.0653 -6.4526 0.3520
O -4.7961 -6.8732 -1.0040
P -3.1683 -7.0355 -1.5298
O -3.5128 -6.4858 -2.8874
O -3.3246 -8.6658 -1.4809
C -3.5956 -9.3253 -0.2424
O -1.5286 -7.1464 -1.8488
C -1.1155 -7.9861 -2.9249
H -5.7365 -5.5912 0.3277
H -5.5641 -7.2618 0.8871
H -4.1579 -6.1781 0.8906
H -4.6656 -9.5251 -0.1622
H -3.2731 -8.7324 0.6169
H -3.0654 -10.2748 -0.2294
H -1.5656 -7.6621 -3.8627
H -1.3539 -9.0294 -2.7311
H -0.0334 -7.8913 -3.0049
*
```

The value obtained for the lowest unoccupied orbital energy is -5.09 eV. The calculation puts the HOMO-LUMO gap at 5.5 eV.

# 4
The following is a DFT calculation (ωB97M-V/def2-TZVPD) of a structure of composition C21H50ClFNbOPS at a distorted geometry.

ORCA input file:
```
! wB97M-V def2-TZVPD RIJCOSX def2/J DEFGRID3
* xyz 0 1
C 4.2227 4.2666 3.4767
C 3.8158 3.0774 2.6288
O 2.4935 2.6746 2.9161
Nb 1.7562 1.2432 3.9953
F 2.7240 -0.0346 2.9508
S 3.4494 0.9832 5.8029
C 0.4361 2.4352 5.3535
C -0.3754 3.6737 4.9768
C -1.3382 3.4999 3.8074
Cl 0.7248 5.0845 4.6668
H 4.0650 4.0373 4.5307
H 3.6302 5.1440 3.2187
H 5.2817 4.4837 3.3161
H 4.4935 2.2329 2.8109
H 3.8819 3.3276 1.5620
H 0.9221 -0.2322 4.6546
H 0.3030 1.0975 2.9189
H 2.9223 1.7079 6.7887
H 1.0797 2.7298 6.1902
H -0.2894 1.7209 5.7682
H -0.9463 4.0023 5.8461
H -0.9387 2.7707 3.1028
H -1.5214 4.4398 3.2887
H -2.2941 3.1287 4.1866
C 2.5266 0.5435 -0.1969
C 1.0332 0.8435 -0.0986
C 0.2380 -0.3157 0.4908
C 0.0609 -1.5164 -0.4455
P -1.2729 -1.3412 -1.6418
C -2.7691 -0.8759 -0.7294
C -3.1172 -1.6414 0.5592
C -3.6914 -3.0517 0.4129
C -4.8519 -3.1632 -0.5677
C -1.5438 -2.9844 -2.3748
C -0.3947 -3.7190 -3.0832
C -0.0503 -3.2988 -4.5112
C -1.2578 -3.1223 -5.4241
C -1.1635 0.0398 -2.8282
C -0.0897 0.1492 -3.9136
C 1.3701 0.0506 -3.4419
C 2.0282 1.4173 -3.2794
H 2.7341 -0.3309 -0.8244
H 3.0674 1.3865 -0.6292
H 2.9286 0.3523 0.7958
H 0.6687 1.1463 -1.0881
H 0.8860 1.6986 0.5638
H -0.7306 0.0386 0.8460
H 0.7527 -0.6692 1.3860
H -0.2305 -2.4127 0.1155
H 0.9942 -1.7774 -0.9479
H -3.5922 -0.8782 -1.4479
H -2.6034 0.1736 -0.4711
H -3.8509 -1.0205 1.0785
H -2.2469 -1.6658 1.2166
H -4.0319 -3.3515 1.4056
H -2.9108 -3.7715 0.1548
H -5.6799 -2.5167 -0.2704
H -5.2298 -4.1842 -0.6101
H -4.5676 -2.8846 -1.5850
H -2.4514 -2.9386 -2.9811
H -1.8123 -3.5666 -1.4912
H -0.6879 -4.7713 -3.0906
H 0.5011 -3.6675 -2.4596
H 0.5911 -4.0803 -4.9234
H 0.5589 -2.3962 -4.5054
H -1.8218 -4.0520 -5.5228
H -0.9466 -2.8203 -6.4242
H -1.9477 -2.3581 -5.0595
H -1.1504 0.9236 -2.1832
H -2.1577 0.0350 -3.2899
H -0.2390 1.1344 -4.3629
H -0.3088 -0.5674 -4.7023
H 1.9398 -0.5387 -4.1625
H 1.4356 -0.4895 -2.4932
H 2.1109 1.9151 -4.2469
H 3.0282 1.3324 -2.8558
H 1.4482 2.0650 -2.6186
*
```

The value obtained for the lowest unoccupied orbital energy is -0.32 eV. The calculation puts the HOMO-LUMO gap at 6.6 eV.

# 5
The following is a DFT calculation (ωB97M-V/def2-TZVPD) of a structure of composition C21H51CdNO14 at a distorted geometry.

ORCA input file:
```
! wB97M-V def2-TZVPD RIJCOSX def2/J DEFGRID3
* xyz 2 1
C -10.1389 9.3945 6.8834
C -11.2943 10.4276 7.0101
C -12.6007 9.5375 7.0839
C -13.8170 10.2985 7.5632
C -13.5732 11.0248 8.9243
C -12.3543 11.9862 8.8631
N -11.1441 11.2354 8.2930
O -9.9115 11.8110 8.5747
C -11.9651 12.4240 10.3037
C -12.7238 13.1713 7.9549
C -11.3172 11.3028 5.7657
H -9.1663 9.8582 7.0487
H -10.1934 8.9158 5.9057
H -10.2261 8.5849 7.6080
H -12.4742 8.7639 7.8413
H -12.8990 9.0935 6.1342
H -14.6132 9.5616 7.6692
H -14.1496 11.0086 6.8061
H -13.3862 10.1851 9.5936
H -14.4785 11.4795 9.3264
H -11.2705 13.2528 10.4405
H -11.4444 11.6899 10.9186
H -12.9005 12.7204 10.7782
H -13.5021 12.9407 7.2274
H -11.8933 13.6602 7.4457
H -13.1253 14.0202 8.5084
H -11.3148 10.6641 4.8825
H -10.3433 11.7922 5.7576
H -12.1370 12.0047 5.6129
Cd -16.6617 19.3180 8.8079
C -13.9683 19.4633 4.0489
C -14.5069 18.6570 5.1666
O -14.5242 19.3447 6.3740
H -12.9390 19.7728 4.2302
H -14.5717 20.3358 3.7985
H -13.8413 18.7947 3.1973
H -13.9614 17.7377 5.3797
H -15.5654 18.5211 4.9451
C -17.8411 15.6331 2.3851
C -16.4400 15.0150 2.2342
O -16.3937 14.1610 3.3264
C -17.2481 14.5770 4.2713
O -17.3165 14.1632 5.4542
O -18.1719 15.3682 3.7065
H -18.5989 15.0708 1.8396
H -17.7283 16.6775 2.0942
H -15.6525 15.7583 2.3579
H -16.3821 14.4176 1.3243
C -14.3782 19.5629 -1.6257
C -14.2595 19.3699 -3.1124
O -14.7043 18.0539 -3.2762
C -14.6880 17.4140 -2.0971
O -14.9033 16.1985 -2.0106
O -14.4115 18.3023 -1.1184
H -15.2600 20.0568 -1.2176
H -13.4726 20.0521 -1.2669
H -13.2178 19.4327 -3.4270
H -14.8762 20.0802 -3.6630
O -12.5744 22.7526 6.7009
H -13.0477 21.9587 6.4521
H -12.5835 22.7474 7.6581
O -19.0073 19.8609 7.0663
H -19.6077 20.5688 7.2998
H -19.1742 19.7014 6.1373
O -11.0395 18.8605 8.7585
H -11.1365 19.1161 9.6758
H -11.8408 19.1707 8.3369
O -16.3809 22.8218 5.6293
H -16.5316 22.9061 6.5708
H -15.9192 21.9888 5.5339
C -11.5072 23.2928 1.7294
C -10.1091 23.6164 2.1747
O -10.2091 24.4222 3.3853
H -11.4434 22.3344 1.2141
H -11.9988 23.9833 1.0440
H -12.2078 23.0542 2.5296
H -9.6275 24.1020 1.3259
H -9.5561 22.7142 2.4360
H -10.6731 23.8606 4.0106
C -9.8140 16.2044 4.1494
C -9.1456 17.2795 5.0798
O -8.8955 16.7137 6.3560
H -10.8517 16.1860 4.4822
H -9.3652 15.2154 4.2426
H -9.7861 16.5391 3.1125
H -9.8530 18.1084 5.0550
H -8.3003 17.7325 4.5618
H -9.2688 17.3087 7.0105
*
```

The value obtained for the lowest unoccupied orbital energy is -10.45 eV. The calculation puts the HOMO-LUMO gap at 2.5 eV.

no.,HOMO (eV),DFT total energy (eV)
1,-9.7296,-82603.168
2,-13.0507,-139684.735
3,-10.5419,-255078.441
4,-6.9517,-61548.918
5,-12.9330,-57297.421